DFT (wB97M-V/def2-TZVPD) results for the ion C5H13N2O with charge +1 in a non-equilibrium geometry.

```
21
Properties=species:S:1:pos:R:3:forces:R:3:lowdin_charge:R:1
O -0.526 -1.044 1.129 -0.168 0.807 0.227 0.048
N -2.133 0.548 1.002 -1.189 1.782 0.195 0.049
N 0.790 -0.470 -0.991 0.339 -0.350 0.957 0.048
C -0.235 0.520 -0.561 1.152 2.279 0.459 -0.040
C -2.634 1.864 0.528 1.075 -0.946 -0.764 -0.027
C -0.957 0.027 0.687 -0.315 -3.201 -0.948 -0.470
C 3.113 -1.226 -0.963 0.040 -0.251 1.084 -0.063
C 2.112 -0.334 -0.230 0.725 -0.859 -1.213 -0.153
H -2.795 0.072 1.590 0.601 -0.595 0.408 0.158
H 2.439 0.703 -0.292 -0.373 0.047 0.192 0.132
H 2.862 -2.266 -0.760 -0.233 -0.188 -0.469 0.090
H 3.214 -1.024 -2.029 0.116 0.022 0.057 0.089
H 0.422 -1.408 -0.807 -0.045 -0.065 0.350 0.175
H -0.853 0.904 -1.374 -0.044 -0.483 0.035 0.141
H -3.502 2.213 1.074 0.238 -0.085 0.449 0.095
H 1.078 -0.475 -1.969 -0.571 0.578 -0.187 0.176
H -1.775 2.536 0.599 -0.580 0.431 -0.097 0.094
H 4.063 -1.138 -0.437 0.209 0.325 -0.378 0.096
H 0.385 1.373 -0.216 -0.463 -0.033 -0.419 0.142
H 2.035 -0.720 0.779 -0.590 0.429 0.155 0.132
H -2.960 1.734 -0.506 0.078 0.358 -0.094 0.087
```
Forces are in eV/Å.

- Kohn-Sham gap (eV) = 10.85
- energy (Eh) = -382.8187
- molecular weight (u) = 117.17
- HOMO level (eV) = -13.8
- LUMO level (eV) = -2.993
- charge = +1



DFT (wB97M-V/def2-TZVPD) results for the ion C5H13N2O with charge +1 in a non-equilibrium geometry.

```
21
Properties=species:S:1:pos:R:3:forces:R:3:lowdin_charge:R:1
O -2.011 -0.471 -1.590 0.083 -0.026 0.164 0.066
N -2.509 1.956 -1.330 0.007 -0.188 0.002 0.189
N -0.218 -0.633 -0.193 1.015 0.090 -0.053 0.105
C 1.056 -0.052 0.333 -1.200 -0.200 -0.182 -0.164
C 1.500 -0.813 1.568 1.033 0.237 -0.098 -0.233
C -1.143 0.027 -0.885 -0.293 0.054 -0.110 -0.479
C 2.107 -2.156 1.175 0.022 -0.487 0.459 -0.097
C -1.173 1.561 -0.775 -0.419 -0.275 0.064 -0.043
H 1.794 -0.127 -0.462 0.246 0.077 -0.001 0.130
H -3.241 1.429 -0.850 -0.064 0.005 0.067 0.175
H 0.720 -0.856 2.311 -0.494 -0.249 0.077 0.110
H 3.018 -1.977 0.614 -0.005 -0.029 -0.439 0.079
H -1.114 1.957 0.233 0.129 -0.048 0.118 0.138
H -2.685 2.955 -1.233 -0.009 0.046 -0.171 0.178
H 2.442 -2.764 2.018 -0.206 0.273 0.241 0.082
H 2.297 -0.232 2.044 -0.059 0.034 -0.089 0.118
H -0.138 -1.617 -0.419 -0.344 -0.035 0.016 0.152
H -0.417 1.998 -1.405 0.354 0.267 -0.125 0.142
H 0.860 0.999 0.525 0.160 0.119 0.212 0.106
H -2.582 1.639 -2.303 0.029 0.122 0.032 0.175
H 1.436 -2.822 0.626 0.015 0.210 -0.184 0.071
```
Forces are in eV/Å.

- Kohn-Sham gap (eV) = 10.43
- energy (Eh) = -382.8351
- molecular weight (u) = 117.17
- HOMO level (eV) = -14.0
- LUMO level (eV) = -3.567
- charge = +1



DFT (wB97M-V/def2-TZVPD) results for a structure of composition C5H13N2O in a non-equilibrium geometry.

```
21
Properties=species:S:1:pos:R:3:forces:R:3:lowdin_charge:R:1
O 0.777 -0.720 -1.372 0.605 1.439 0.302 0.166
N 1.743 0.285 0.879 -1.775 -0.530 -3.328 0.097
N -1.482 0.803 -1.249 1.232 -1.280 1.225 0.146
C -0.713 0.580 -0.019 -2.815 3.423 -2.959 -0.244
C 3.083 -0.002 0.390 0.364 -1.358 0.362 -0.111
C -1.238 -0.576 0.825 -0.118 -0.763 0.871 -0.177
C -2.755 -0.531 1.070 0.114 -0.551 -0.178 -0.055
C 0.751 0.201 -0.525 0.062 -0.549 -1.294 -0.439
H -3.338 -0.306 0.179 0.155 0.133 0.026 0.077
H 3.711 -0.274 1.242 0.001 0.205 -0.053 0.104
H 3.105 -0.847 -0.307 0.081 0.181 0.026 0.094
H -3.030 -1.549 1.354 -0.031 -0.002 0.133 0.093
H -1.900 1.637 -1.637 0.223 0.421 0.896 0.127
H -0.755 -0.476 1.804 0.205 -0.172 -0.194 0.132
H -3.052 0.110 1.900 0.194 0.158 -0.190 0.090
H 1.011 -0.547 0.529 2.492 -0.121 3.351 0.119
H -1.099 0.227 -1.979 -0.508 -0.503 -0.340 0.096
H -0.621 1.486 0.578 -0.278 0.073 -0.059 0.161
H -0.891 -1.498 0.342 -0.382 -0.033 0.045 0.135
H 1.029 1.243 -0.867 0.242 -0.208 1.132 0.281
H 3.499 0.884 -0.101 -0.063 0.038 0.227 0.107
```
Forces are in eV/Å.

- Kohn-Sham gap (eV) = 4.90
- energy (Eh) = -382.5014
- molecular weight (u) = 117.17
- HOMO level (eV) = -14.0
- LUMO level (eV) = -9.080
- charge = +1



DFT (wB97M-V/def2-TZVPD) results for the ion C5H13N2O with charge +1 in a non-equilibrium geometry.

```
21
Properties=species:S:1:pos:R:3:forces:R:3:lowdin_charge:R:1
O -2.154 -0.109 -0.257 -0.470 0.071 -0.347 0.087
N 1.282 -0.658 1.931 -0.175 -1.848 0.528 0.164
N 0.907 0.514 -0.322 -0.890 0.916 -0.067 -0.065
C 0.100 -0.119 -2.683 0.566 2.341 -0.760 -0.037
C 0.280 0.441 2.149 -0.754 -0.293 -2.717 -0.065
C 0.172 1.227 0.732 -0.169 0.549 1.045 -0.160
C -1.319 -0.834 -0.700 2.909 0.520 0.732 -0.196
C 0.148 -0.423 -1.179 -0.133 -1.102 -0.388 -0.351
H -0.893 1.485 0.469 1.121 -0.596 0.544 0.126
H 0.677 1.091 2.916 -0.379 -0.110 0.277 0.123
H 2.132 -0.378 2.392 0.828 -0.087 -0.356 0.161
H 1.080 -1.605 2.282 -0.544 0.624 0.932 0.178
H 1.349 1.245 -0.873 0.047 -0.411 -0.213 0.116
H 0.735 -1.350 -1.230 -0.321 -0.306 0.878 0.118
H 0.550 0.949 -2.812 -1.300 -1.566 -0.100 0.115
H -1.314 -1.915 -0.626 -1.003 -0.816 -0.344 0.121
H 0.662 2.187 0.946 0.052 -0.284 -0.486 0.120
H 0.741 -0.737 -3.362 -0.690 0.145 0.952 0.095
H 1.421 -0.944 0.942 0.393 1.660 -0.188 0.141
H -0.965 -0.180 -2.974 0.751 0.427 -0.545 0.086
H -0.690 -0.023 2.321 0.160 0.167 0.625 0.122
```
Forces are in eV/Å.

- Kohn-Sham gap (eV) = 9.67
- energy (Eh) = -382.7471
- molecular weight (u) = 117.17
- HOMO level (eV) = -13.3
- LUMO level (eV) = -3.593
- charge = +1



DFT (wB97M-V/def2-TZVPD) results for the ion C5H13N2O with charge +1 in a non-equilibrium geometry.

```
21
Properties=species:S:1:pos:R:3:forces:R:3:lowdin_charge:R:1
O -2.010 -0.497 -1.550 -0.200 0.091 0.774 0.059
N -2.468 1.965 -1.340 0.162 0.343 0.324 0.187
N -0.015 -0.654 -0.482 0.246 0.753 1.442 0.102
C -1.120 1.539 -0.804 -0.688 -0.268 0.440 -0.040
C 1.425 -0.728 1.547 0.436 0.126 0.779 -0.235
C 1.176 -0.057 0.208 -0.619 -0.766 -1.160 -0.151
C 2.015 -2.113 1.336 -0.324 -1.110 0.625 -0.105
C -1.097 0.004 -0.900 0.202 -0.195 -1.691 -0.473
H -1.032 1.880 0.225 0.026 0.163 -0.050 0.139
H 1.086 1.026 0.157 0.020 0.014 0.469 0.107
H 0.518 -0.884 2.122 -0.549 0.194 -0.192 0.109
H 2.304 -2.645 2.248 -0.128 0.532 0.316 0.083
H -0.119 -1.643 -0.312 -0.148 -0.170 -0.538 0.147
H 2.004 -0.113 2.244 0.365 0.050 -0.548 0.117
H -2.462 1.797 -2.342 -0.153 0.025 -0.288 0.169
H 2.905 -2.215 0.723 -0.152 0.407 -0.474 0.082
H -2.598 2.963 -1.140 -0.148 -0.233 -0.241 0.180
H -0.413 2.045 -1.450 0.424 -0.110 0.095 0.144
H 1.200 -2.760 0.985 0.389 -0.067 -0.493 0.073
H -3.271 1.428 -0.989 0.420 -0.121 0.159 0.179
H 1.970 -0.338 -0.484 0.421 0.342 0.252 0.125
```
Forces are in eV/Å.

- Kohn-Sham gap (eV) = 10.19
- energy (Eh) = -382.8218
- molecular weight (u) = 117.17
- HOMO level (eV) = -13.8
- LUMO level (eV) = -3.617
- charge = +1



DFT (wB97M-V/def2-TZVPD) results for a cluster of 2 separate species, C5H13N2O in total in a non-equilibrium geometry.

```
21
Properties=species:S:1:pos:R:3:forces:R:3:lowdin_charge:R:1
O -2.972 -1.891 -0.647 0.149 -0.773 0.353 0.127
N 4.899 2.760 -0.076 -0.155 1.047 -0.478 0.021
N -0.991 -0.181 0.431 3.501 0.098 -0.431 -0.061
C -2.697 -0.741 -0.511 -2.051 0.788 -2.589 -0.256
C 1.535 0.425 -0.089 -0.232 -0.102 -0.628 0.245
C 0.412 0.847 0.589 -1.482 0.085 1.551 -0.117
C -1.327 -0.242 -1.017 0.063 -1.068 2.599 -0.089
C -0.653 -1.490 1.043 0.479 -0.505 -0.277 -0.057
H 2.048 -0.499 0.160 -0.048 0.004 0.073 0.117
H 5.562 2.997 -0.795 0.000 -0.123 -0.039 0.012
H -0.069 1.798 0.413 0.497 0.267 -0.321 0.129
H 4.319 1.988 -0.332 0.304 -0.431 0.347 -0.035
H -1.081 0.734 -1.406 -0.984 0.198 -0.536 0.127
H -0.601 -2.297 0.321 -0.010 -0.002 -0.323 0.100
H -1.365 -1.818 1.790 -0.317 0.448 0.232 0.112
H -0.875 -1.089 -1.526 0.182 0.175 -0.288 0.131
H 5.319 2.805 0.833 -0.129 -0.531 0.163 0.008
H 0.329 -1.430 1.503 -0.108 -0.042 0.264 0.086
H 1.914 0.997 -0.929 0.125 -0.059 -0.122 0.112
H 0.504 0.635 1.655 0.004 0.169 0.132 0.142
H -3.435 -0.034 -0.126 0.213 0.357 0.318 0.146
```
Forces are in eV/Å.

- Kohn-Sham gap (eV) = 4.68
- energy (Eh) = -382.5921
- molecular weight (u) = 117.17
- HOMO level (eV) = -12.6
- LUMO level (eV) = -7.881
- charge = +1



DFT (wB97M-V/def2-TZVPD) results for a cluster of 2 separate species, C5H13N2O in total in a non-equilibrium geometry.

```
21
Properties=species:S:1:pos:R:3:forces:R:3:lowdin_charge:R:1
O 0.256 0.656 -0.244 0.777 0.034 -0.874 -0.051
N -1.758 0.004 0.361 -2.705 -3.642 0.167 0.035
N 3.069 0.017 -0.423 -2.100 0.963 1.401 0.096
C -4.010 -0.776 -0.536 3.305 -0.220 0.277 -0.061
C -3.225 0.030 0.555 -0.839 1.452 -0.850 -0.189
C 3.920 -0.822 0.477 0.490 -0.916 -2.808 -0.043
C 4.296 0.556 0.299 -0.812 0.464 -0.380 -0.019
C -0.956 0.862 -0.136 1.077 3.439 0.869 -0.368
H -1.411 -0.947 0.204 -0.043 0.182 0.684 0.166
H -4.959 -0.391 -0.663 -1.912 0.900 -0.626 0.044
H 5.007 1.024 -0.350 0.591 -0.707 -0.500 0.132
H -3.633 1.098 0.745 1.018 -1.696 -0.560 0.151
H 1.944 0.210 -0.170 2.717 -0.086 -0.769 0.193
H 3.296 -0.028 -1.399 -0.376 -0.292 -0.488 0.151
H 4.361 -1.673 -0.015 0.463 0.138 -0.124 0.135
H -3.450 -0.555 1.415 0.283 0.130 1.238 0.092
H -4.111 -1.762 -0.107 -0.124 -0.509 -0.300 0.068
H -1.436 1.880 -0.192 0.728 -0.494 -0.512 0.164
H 3.351 -1.103 1.280 -0.929 -0.369 2.319 0.104
H 4.124 1.184 1.109 -0.736 1.010 1.270 0.109
H -3.402 -0.854 -1.472 -0.874 0.218 0.565 0.093
```
Forces are in eV/Å.

- Kohn-Sham gap (eV) = 10.74
- energy (Eh) = -382.7595
- molecular weight (u) = 117.17
- HOMO level (eV) = -13.4
- LUMO level (eV) = -2.639
- charge = +1



DFT (wB97M-V/def2-TZVPD) results for a cluster of 2 separate species, C5H13N2OS in total in a non-equilibrium geometry.

```
22
Properties=species:S:1:pos:R:3:forces:R:3:lowdin_charge:R:1
S -0.405 -2.714 -0.585 1.389 0.545 -1.533 0.877
O 1.132 0.847 -0.508 -1.209 1.499 0.149 -0.139
N -1.132 1.705 1.160 -0.054 -1.370 0.777 0.174
N 0.883 -0.439 -0.844 -2.423 -1.982 1.537 -0.310
C 1.561 -0.837 -1.999 2.940 0.489 -0.617 -0.035
C -0.008 -1.108 -0.138 0.342 1.697 -0.087 -0.417
C -1.519 0.435 1.255 -0.540 0.216 1.296 -0.113
C 2.434 1.051 -0.084 0.745 1.900 1.671 -0.085
C -2.873 -0.204 0.855 0.810 2.557 2.011 -0.021
H 2.400 -0.055 -2.060 -1.123 -1.681 -0.794 0.119
H -3.452 0.230 0.090 0.171 0.223 -1.849 0.075
H -2.617 -1.211 0.815 -0.357 -1.802 -0.539 0.022
H 3.205 0.926 -0.787 0.729 -0.012 -1.502 0.065
H 0.958 -0.838 -2.893 -0.223 -0.063 -0.224 0.109
H -3.632 -0.017 1.657 1.126 -0.361 0.259 0.121
H -1.552 2.455 0.657 -0.842 -0.165 -0.894 0.131
H 2.004 -1.806 -1.756 0.073 -0.072 -0.655 0.102
H 2.494 2.110 0.265 -0.187 -0.826 -0.306 0.125
H -0.358 2.080 1.698 0.100 -0.719 0.048 0.136
H -1.201 -2.854 0.408 -1.146 -0.409 1.355 -0.172
H 2.730 0.417 0.716 -0.173 -0.692 1.060 0.094
H -1.050 -0.173 2.077 -0.148 1.028 -1.164 0.142
```
Forces are in eV/Å.

- Kohn-Sham gap (eV) = 8.96
- energy (Eh) = -780.8391
- molecular weight (u) = 149.24
- HOMO level (eV) = -12.7
- LUMO level (eV) = -3.686
- charge = +1



DFT (wB97M-V/def2-TZVPD) results for a cluster of 2 separate species, C5H13N3 in total in a non-equilibrium geometry.

```
21
Properties=species:S:1:pos:R:3:forces:R:3:lowdin_charge:R:1
N 0.654 -2.176 0.067 0.003 0.002 0.025 0.037
N -1.107 2.009 0.279 1.497 0.819 -0.771 0.087
N 0.403 -0.775 -1.892 0.101 0.017 0.059 0.048
C 1.364 0.131 0.257 1.089 0.894 -0.830 -0.183
C 1.188 -1.052 -0.685 -0.490 0.001 -0.005 -0.494
C -2.497 0.226 1.283 -0.226 0.387 0.352 -0.075
C 1.504 1.431 -0.194 0.816 -1.386 0.207 -0.088
C -1.260 0.944 0.870 1.458 -1.754 -0.725 -0.359
H 0.062 2.011 -0.068 -2.124 0.139 0.889 0.056
H -0.242 0.263 0.888 -1.221 0.510 0.355 0.091
H -3.379 0.830 1.071 0.021 -0.087 0.043 0.075
H 1.797 -0.147 1.212 -0.304 0.110 0.189 0.112
H 2.186 -1.354 -1.030 -0.069 0.109 0.081 0.141
H 0.926 -0.213 -2.553 -0.017 -0.003 0.004 0.064
H 1.551 1.622 -1.260 -0.321 0.036 -0.048 0.075
H -2.456 0.001 2.348 -0.062 -0.049 0.058 0.075
H -2.571 -0.728 0.754 0.067 0.092 -0.027 0.071
H -0.250 -1.934 0.460 0.028 -0.012 -0.007 0.051
H 0.504 -2.959 -0.560 0.015 0.057 0.007 0.073
H 2.067 2.131 0.411 -0.302 0.121 0.148 0.078
H -0.443 -0.263 -1.661 0.042 -0.002 -0.004 0.065
```
Forces are in eV/Å.

- Kohn-Sham gap (eV) = 10.21
- energy (Eh) = -362.4809
- molecular weight (u) = 115.18
- HOMO level (eV) = -9.4
- LUMO level (eV) = 0.767



DFT (wB97M-V/def2-TZVPD) results for an isolated molecule of C5H13N3 in a non-equilibrium geometry.

```
21
Properties=species:S:1:pos:R:3:forces:R:3:lowdin_charge:R:1
N -0.130 0.022 0.560 1.016 -0.202 -0.331 0.105
N -0.904 -0.170 -1.668 0.128 0.102 0.194 0.070
N 1.239 -0.189 0.012 -1.465 0.736 0.421 -0.235
C -2.570 -0.073 0.133 0.176 0.004 0.014 -0.043
C -1.219 -0.586 -0.337 0.326 -0.029 0.063 -0.426
C 1.912 1.938 0.995 -0.040 -0.094 -0.131 -0.039
C 2.084 0.862 0.198 -0.413 0.034 0.158 -0.217
C 1.600 -1.529 -0.446 0.048 -0.356 -0.266 -0.153
H -1.133 -1.662 -0.156 0.007 0.041 -0.009 0.126
H -2.656 1.002 -0.041 0.023 -0.021 -0.001 0.086
H 2.616 2.753 0.951 0.014 -0.023 -0.009 0.030
H 2.967 0.768 -0.425 -0.026 -0.106 0.022 0.116
H -3.361 -0.572 -0.427 0.045 -0.005 0.005 0.087
H -1.659 -0.365 -2.311 0.059 -0.039 0.038 0.087
H -0.266 1.041 0.572 0.138 -0.054 -0.046 0.140
H 0.851 -2.241 -0.086 -0.029 0.065 -0.051 -0.042
H 2.547 -1.799 0.032 -0.111 -0.007 0.208 -0.024
H -0.032 -0.617 -1.966 -0.108 -0.066 -0.055 0.056
H -0.247 -0.345 1.523 0.219 0.056 -0.250 0.178
H 1.093 2.048 1.695 0.000 -0.027 0.049 0.020
H -2.732 -0.284 1.191 -0.006 -0.010 -0.024 0.079
```
Forces are in eV/Å.

- Kohn-Sham gap (eV) = 5.83
- energy (Eh) = -362.3825
- molecular weight (u) = 115.18
- HOMO level (eV) = -5.5
- LUMO level (eV) = 0.374



Question: What is the molecular weight in the third record?
Answer: 117.17 u



Question: Among the records above, which one has the lowest Kohn-Sham gap?
Answer: number 6